Record 1
This record from the Open Molecules 2025 dataset describes the ion C43H52N3S2 with charge +1 at a distorted geometry. The level of theory is the ωB97M-V functional and the def2-TZVPD basis.

Results
LUMO energy (Eh): -0.11285
Highest occupied orbital energy (eV): -10.38
HOMO-LUMO gap (eV): 7.305
Molar mass (g mol⁻¹): 675.0
Net charge: +1
Calculated total energy (eV): -71567.39862
Energy relative to the best compared isomer or geometry (same formula, charge and spin) (eV): 0.6384

CARTESIAN COORDINATES (ANGSTROEM)
C -1.797 -3.455 -2.113
C -2.340 -3.063 -0.750
C -3.169 -4.234 -0.171
C -3.104 -1.751 -0.858
C -4.475 -1.772 -1.089
C -5.175 -0.589 -1.351
C -4.471 0.609 -1.501
C -3.089 0.643 -1.354
C -2.347 1.918 -1.724
C -2.686 3.056 -0.761
C -2.617 2.405 -3.160
C -2.434 -0.513 -0.884
N -1.005 -0.473 -0.604
N -0.227 -0.882 -1.643
N 1.047 -0.891 -1.195
C 2.169 -0.954 -2.129
C 2.737 0.261 -2.538
C 1.972 1.588 -2.323
C 0.863 1.715 -3.349
C 2.886 2.809 -2.301
C 3.944 0.240 -3.230
C 4.491 -0.983 -3.622
C 3.848 -2.179 -3.332
C 2.698 -2.192 -2.539
C 2.078 -3.577 -2.224
C 3.111 -4.567 -1.683
C 1.461 -4.155 -3.507
C 1.120 -0.229 0.032
C 2.383 0.034 0.686
C 2.713 1.253 1.340
C 3.914 1.368 2.028
C 4.878 0.353 1.944
C 4.567 -0.844 1.284
C 3.316 -1.019 0.708
C -0.163 -0.119 0.488
C -0.471 0.070 1.913
H -1.186 -2.649 -2.526
H -1.177 -4.358 -2.053
H -2.617 -3.653 -2.819
H -1.493 -2.905 -0.068
H -3.665 -3.941 0.769
H -3.931 -4.576 -0.895
H -2.498 -5.084 0.042
H -5.017 -2.723 -1.141
H -6.274 -0.605 -1.458
H -5.005 1.512 -1.811
H -1.279 1.688 -1.639
H -2.477 2.720 0.273
H -2.083 3.958 -0.964
H -3.756 3.320 -0.833
H -2.357 1.639 -3.903
H -3.676 2.677 -3.296
H -2.017 3.302 -3.380
H 1.506 1.537 -1.333
H 0.196 0.848 -3.302
H 0.278 2.620 -3.168
H 1.280 1.768 -4.359
H 3.716 2.668 -1.601
H 3.286 3.019 -3.297
H 2.315 3.684 -1.971
H 4.428 1.189 -3.497
H 5.423 -0.995 -4.187
H 4.220 -3.139 -3.711
H 1.288 -3.430 -1.477
H 3.701 -4.141 -0.869
H 2.599 -5.457 -1.307
H 3.794 -4.880 -2.475
H 0.768 -3.448 -3.982
H 2.255 -4.392 -4.228
H 0.912 -5.078 -3.284
H 2.022 2.102 1.278
H 4.131 2.264 2.611
H 5.876 0.497 2.393
H 5.302 -1.643 1.203
H 3.027 -1.984 0.274
H 0.334 -0.420 2.600
H -1.490 -0.247 2.208
C -3.126 0.177 6.674
C -1.771 -0.184 6.588
C -1.044 0.112 5.430
C -1.654 0.833 4.409
C -0.788 1.340 3.234
S -1.706 2.606 2.441
C -0.659 4.010 2.395
C -0.075 4.273 3.796
C 1.125 3.365 3.972
S 0.837 1.618 3.921
C -3.029 1.081 4.427
C -3.773 0.759 5.571
H -3.681 0.025 7.623
H -1.242 -0.602 7.449
H 0.011 -0.186 5.340
H 0.108 3.837 1.617
H -1.372 4.783 2.058
H 0.273 5.321 3.853
H -0.844 4.091 4.578
H 1.862 3.493 3.158
H 1.609 3.473 4.957
H -3.523 1.573 3.576
H -4.824 1.061 5.627

---

Record 2
This record from the Open Molecules 2025 dataset describes a cluster of 9 separate species, C43H52O11S3 in total at a distorted geometry. The level of theory is the ωB97M-V functional and the def2-TZVPD basis.

Results
LUMO energy (Eh): 0.00387
Highest occupied orbital energy (eV): -8.92
HOMO-LUMO gap (eV): 9.023
Molar mass (g mol⁻¹): 841.1
Calculated total energy (eV): -100454.71434
Energy relative to the best compared isomer or geometry (same formula, charge and spin) (eV): 0.0000

CARTESIAN COORDINATES (ANGSTROEM)
C 7.318 -2.337 5.718
C 5.982 -1.656 5.997
O 5.345 -1.374 4.735
S 5.603 -0.004 3.857
C 4.176 -0.199 2.563
O 5.267 1.160 4.739
O 6.820 -0.210 3.099
H 7.986 -1.816 5.033
H 7.151 -3.352 5.356
H 7.754 -2.451 6.710
H 5.414 -2.479 6.431
H 6.107 -0.687 6.480
H 4.482 -1.123 2.073
H 4.259 0.650 1.885
H 3.346 -0.468 3.217
O -3.642 -2.443 -5.653
S -2.386 -2.989 -5.204
O -1.766 -2.564 -3.947
O -2.485 -4.625 -5.209
C -2.662 -5.192 -6.494
C -1.690 -4.400 -7.404
O -1.316 -3.285 -6.516
H -2.418 -6.244 -6.349
H -3.707 -5.081 -6.784
H -2.117 -3.934 -8.292
H -0.752 -4.926 -7.582
O -4.964 0.427 -1.767
S -5.875 0.578 -2.912
O -7.384 0.577 -2.839
O -5.513 2.097 -3.485
C -4.505 2.136 -4.504
C -4.297 0.726 -4.962
O -5.271 -0.015 -4.282
H -4.774 2.941 -5.188
H -3.550 2.425 -4.065
H -3.344 0.326 -4.614
H -4.463 0.434 -5.999
C -2.368 4.668 -0.063
C -2.461 5.973 0.351
C -2.471 7.003 -0.558
C -2.384 6.734 -1.895
C -2.269 5.330 -2.218
C -2.224 4.302 -1.314
H -2.457 3.886 0.676
H -2.539 6.194 1.405
H -2.575 7.996 -0.147
H -2.308 7.406 -2.736
H -2.244 5.001 -3.246
H -2.136 3.272 -1.628
C 1.947 -1.559 -4.306
C 1.551 -2.608 -5.042
C 1.637 -2.484 -6.447
C 2.015 -1.288 -7.096
C 2.523 -0.288 -6.310
C 2.372 -0.405 -4.944
H 1.962 -1.602 -3.227
H 1.312 -3.575 -4.623
H 1.545 -3.308 -7.139
H 1.914 -1.160 -8.163
H 2.797 0.637 -6.796
H 2.682 0.470 -4.391
C 4.683 -1.166 -1.044
C 4.123 -2.175 -0.292
C 4.901 -3.265 0.090
C 6.202 -3.368 -0.365
C 6.712 -2.449 -1.244
C 5.911 -1.313 -1.621
H 4.130 -0.336 -1.458
H 3.176 -1.972 0.186
H 4.463 -4.039 0.702
H 6.752 -4.216 0.015
H 7.722 -2.648 -1.570
H 6.372 -0.606 -2.296
C -4.478 3.727 3.821
C -3.632 2.630 3.621
C -2.314 2.737 3.928
C -1.820 3.915 4.444
C -2.628 4.981 4.707
C -4.051 4.953 4.344
H -5.527 3.598 3.602
H -4.114 1.721 3.291
H -1.752 1.818 4.012
H -0.777 3.925 4.722
H -2.244 5.927 5.058
H -4.798 5.716 4.506
C -0.803 -0.739 -0.968
C -1.799 0.085 -0.417
C -1.541 0.585 0.853
C -0.420 0.343 1.613
C 0.670 -0.258 0.939
C 0.426 -0.832 -0.282
H -0.965 -1.214 -1.925
H -2.732 0.133 -0.959
H -2.428 1.033 1.276
H -0.413 0.653 2.648
H 1.623 -0.373 1.434
H 1.224 -1.336 -0.806
C -1.845 -2.407 5.775
C -2.114 -1.106 5.437
C -2.215 -0.123 6.380
C -2.126 -0.498 7.760
C -1.860 -1.820 8.086
C -1.719 -2.778 7.151
H -1.747 -3.176 5.023
H -2.214 -0.806 4.404
H -2.322 0.936 6.196
H -2.200 0.216 8.568
H -1.763 -2.045 9.137
H -1.681 -3.789 7.531

---

Record 3
This record from the Open Molecules 2025 dataset describes a cluster of 11 separate species, C43H54F5N10O2S2 in total at a distorted geometry. The level of theory is the ωB97M-V functional and the def2-TZVPD basis.

Results
LUMO energy (Eh): -0.22507
Highest occupied orbital energy (eV): -9.47
HOMO-LUMO gap (eV): 3.348
Molar mass (g mol⁻¹): 902.1
Net charge: +1
Calculated total energy (eV): -99708.06000

CARTESIAN COORDINATES (ANGSTROEM)
C -0.564 -0.855 0.904
S -0.597 0.684 1.871
S 1.463 1.237 2.230
O 1.404 2.618 2.552
O 2.195 0.899 1.059
C 2.110 0.342 3.767
F 3.412 0.247 3.525
F 1.916 1.107 4.823
C 1.539 -1.082 3.961
F 1.928 -1.834 2.940
F 0.215 -1.055 4.046
F 2.048 -1.572 5.082
H 0.160 -1.495 1.389
H -1.556 -1.278 0.873
H -0.161 -0.608 -0.069
H -1.121 1.632 1.042
N 1.214 1.873 -1.561
C 0.882 2.781 -2.536
C 1.077 2.181 -3.748
C 1.544 0.860 -3.501
C 1.618 0.698 -2.145
H 1.186 2.042 -0.578
H 0.542 3.772 -2.284
H 0.910 2.637 -4.709
H 1.805 0.117 -4.236
H 1.929 -0.143 -1.548
N 2.032 -6.738 3.530
C 2.203 -5.388 3.393
C 1.941 -4.811 4.607
C 1.598 -5.851 5.510
C 1.666 -7.029 4.817
H 2.153 -7.412 2.798
H 2.495 -4.957 2.450
H 1.991 -3.761 4.821
H 1.331 -5.746 6.547
H 1.483 -8.043 5.126
N 6.131 -5.422 0.592
C 5.247 -4.941 1.514
C 4.795 -3.727 1.069
C 5.430 -3.470 -0.178
C 6.245 -4.537 -0.446
H 6.623 -6.293 0.662
H 5.019 -5.497 2.408
H 4.090 -3.093 1.581
H 5.302 -2.602 -0.804
H 6.893 -4.739 -1.281
N -1.823 4.327 0.402
C -2.658 4.098 1.478
C -3.747 4.912 1.345
C -3.569 5.652 0.146
C -2.380 5.270 -0.413
H -0.939 3.886 0.236
H -2.406 3.383 2.247
H -4.577 4.971 2.027
H -4.237 6.391 -0.260
H -1.885 5.594 -1.315
N 3.635 -4.508 -2.884
C 3.365 -3.445 -3.703
C 3.589 -3.839 -4.995
C 4.009 -5.195 -4.954
C 4.025 -5.579 -3.639
H 3.565 -4.500 -1.883
H 3.039 -2.502 -3.298
H 3.466 -3.224 -5.871
H 4.269 -5.817 -5.794
H 4.280 -6.518 -3.178
N -3.826 0.505 3.452
C -4.679 0.752 2.402
C -5.953 0.532 2.842
C -5.871 0.142 4.207
C -4.550 0.136 4.557
H -2.832 0.583 3.412
H -4.308 1.066 1.439
H -6.848 0.640 2.254
H -6.693 -0.104 4.858
H -4.065 -0.097 5.489
N 0.097 -4.014 8.718
C -0.717 -3.606 7.695
C -2.012 -3.705 8.124
C -1.980 -4.188 9.460
C -0.666 -4.368 9.797
H 1.098 -4.050 8.684
H -0.303 -3.285 6.754
H -2.888 -3.459 7.547
H -2.825 -4.382 10.098
H -0.211 -4.715 10.708
N 0.496 -1.440 -6.370
C 0.918 -1.247 -7.658
C 1.261 -2.467 -8.173
C 1.036 -3.436 -7.157
C 0.563 -2.773 -6.058
H 0.185 -0.717 -5.750
H 0.937 -0.263 -8.094
H 1.632 -2.647 -9.167
H 1.202 -4.498 -7.227
H 0.270 -3.133 -5.087
N -5.048 6.903 -3.368
C -4.736 5.574 -3.358
C -4.734 5.131 -4.655
C -5.044 6.245 -5.483
C -5.228 7.323 -4.658
H -5.120 7.487 -2.557
H -4.538 5.058 -2.435
H -4.522 4.125 -4.977
H -5.113 6.255 -6.557
H -5.463 8.352 -4.876
N -1.995 7.826 -4.069
C -0.975 6.931 -3.913
C 0.092 7.598 -3.366
C -0.306 8.949 -3.184
C -1.598 9.056 -3.628
H -2.900 7.602 -4.450
H -1.096 5.902 -4.206
H 1.050 7.167 -3.126
H 0.289 9.750 -2.778
H -2.265 9.900 -3.667

---

Record 4
This record from the Open Molecules 2025 dataset describes a structure of composition C43H54FN4O2 at a distorted geometry. The level of theory is the ωB97M-V functional and the def2-TZVPD basis.

Results
LUMO energy (Eh): -0.22801
Highest occupied orbital energy (eV): -10.32
HOMO-LUMO gap (eV): 4.114
Molar mass (g mol⁻¹): 677.9
Net charge: +1
Calculated total energy (eV): -58225.37235

CARTESIAN COORDINATES (ANGSTROEM)
C -0.171 -2.830 -1.773
C 0.896 -3.704 -1.149
C 0.251 -4.577 -0.060
C 1.373 -4.660 -2.250
C 2.127 -2.946 -0.585
C 3.069 -3.796 0.008
C 4.270 -3.309 0.493
C 4.570 -1.963 0.348
C 3.729 -1.073 -0.325
C 4.415 0.251 -0.808
C 3.668 1.537 -0.504
C 4.672 0.099 -2.308
C 5.765 0.484 -0.106
C 2.395 -1.544 -0.629
N 1.287 -0.620 -0.673
C 0.330 -0.546 0.339
C 0.064 -1.562 1.213
C -0.951 -1.603 2.247
C -2.326 -1.468 1.926
C -3.252 -1.259 2.925
C -2.798 -1.254 4.258
N -3.593 -0.487 5.164
O -3.219 -0.281 6.341
O -4.659 0.006 4.711
C -1.493 -1.676 4.616
C -0.576 -1.855 3.597
N -0.134 0.758 0.362
C -0.898 1.368 1.428
C -0.336 1.531 2.733
C 1.192 1.563 3.098
C 1.409 1.415 4.609
C 1.738 2.909 2.608
C 2.043 0.465 2.495
C -1.215 1.890 3.766
C -2.429 2.504 3.496
C -2.872 2.554 2.188
C -2.220 1.810 1.190
C -3.111 1.575 -0.066
C -4.535 1.179 0.391
C -2.710 0.433 -0.979
C -3.194 2.881 -0.839
C 0.352 1.395 -0.772
C 1.162 0.528 -1.429
H 0.225 -2.168 -2.546
H -0.924 -3.481 -2.239
H -0.694 -2.236 -1.022
H 0.958 -5.311 0.342
H -0.126 -3.979 0.772
H -0.599 -5.126 -0.489
H 2.117 -5.372 -1.882
H 0.520 -5.231 -2.636
H 1.810 -4.095 -3.079
H 2.868 -4.865 0.078
H 4.988 -3.980 0.959
H 5.530 -1.629 0.740
H 3.289 1.526 0.520
H 4.354 2.393 -0.566
H 2.867 1.761 -1.209
H 5.332 -0.760 -2.480
H 3.744 -0.079 -2.861
H 5.159 0.993 -2.715
H 6.536 -0.225 -0.419
H 6.141 1.488 -0.344
H 5.649 0.447 0.985
H 0.817 -2.342 1.218
H -2.655 -1.563 0.897
H -4.298 -1.036 2.717
H -1.245 -1.798 5.669
H 0.444 -2.175 3.814
H 0.886 0.528 4.990
H 2.476 1.270 4.826
H 1.083 2.295 5.172
H 1.600 3.009 1.524
H 1.211 3.738 3.095
H 2.810 3.002 2.829
H 2.054 0.509 1.412
H 3.092 0.576 2.819
H 1.704 -0.529 2.800
H -0.931 1.755 4.812
H -3.019 2.928 4.308
H -3.789 3.090 1.956
H -5.081 1.972 0.911
H -5.133 0.918 -0.488
H -4.504 0.303 1.050
H -1.917 0.577 -1.954
H -2.201 -0.329 -0.385
H -3.606 -0.043 -1.411
H -2.193 3.207 -1.145
H -3.812 2.744 -1.734
H -3.641 3.663 -0.214
H -0.021 2.362 -1.075
H 1.542 0.565 -2.441
F -0.961 0.284 -2.561
N -2.639 1.586 -5.447
C -2.337 2.847 -5.716
C -2.791 3.454 -6.910
C -3.545 2.701 -7.806
C -3.817 1.367 -7.499
C -3.331 0.835 -6.282
H -1.725 3.386 -4.976
H -2.541 4.500 -7.089
H -3.910 3.144 -8.747
H -4.393 0.718 -8.154
H -3.510 -0.212 -5.986

---

Question: Which of these has the highest HOMO-LUMO gap?
Answer: C43H52O11S3